Record 1
C10H3F4N2O3 | ωB97M-V with the def2-TZVPD basis set

Element x y z (Å)
N 1.7839 1.3539 -1.7719
O -1.5338 -0.5084 1.7198
F 2.6201 -2.6744 1.3751
C -1.2488 -2.0827 -0.0437
H -0.5628 0.6576 0.3619
H 2.8268 -1.6656 -2.4500
C 2.6107 0.5685 -2.4723
F -0.7054 -3.3695 -1.9174
O -0.0643 2.5660 -0.1744
F 0.8008 -1.2778 2.9434
C 0.0863 1.3074 -0.2285
C 2.3826 -0.7719 -2.1277
C -0.8077 -1.3577 1.1623
O 1.9306 -3.1834 -1.2163
N 1.4156 -0.7585 -1.1770
C 1.0482 0.5209 -0.9860
C -0.3614 -2.6526 -0.8473
C 1.1599 -2.3391 -0.6200
F -2.5501 -1.9672 -0.3760
C 0.5141 -1.7212 1.7040
C 1.4278 -2.2835 0.9263
H 3.3523 0.8523 -3.2042

Summary:
frontier orbital gap = 7.58 eV
SMILES = O=Cc1nccn1C1([O-])C(F)=C(F)C(=O)C(F)=C1F
energy relative to the best compared isomer or geometry (same formula, charge and spin) = 12.3 kcal per mole
charge = -1
LUMO level = 2.1 eV

---

Record 2
C31H75N6O20P3 | ωB97M-V with the def2-TZVPD basis set

Element x y z (Å)
C -3.0394 0.8087 -3.7819
H 2.6534 -0.5350 4.0275
H -0.6582 -2.9025 -6.7176
O -2.1477 -3.7449 -4.0239
H 7.4657 -0.9362 1.7669
C -4.3587 1.9284 4.3493
C 2.1342 3.7363 0.5244
N -0.6164 0.6430 0.2430
H -4.6083 -4.9252 -0.4311
H -1.8206 -1.8152 -6.1148
C -2.8394 -4.1214 2.1445
H -0.1292 5.0066 -2.4069
H -6.2858 0.3733 3.2209
H 1.6467 4.6403 -2.6494
C -1.4969 -1.0196 7.0146
H -1.0280 2.4608 -0.7275
H 3.9085 -2.3961 0.7022
C 3.6742 -0.7425 -3.8879
O -0.3414 2.0065 -4.3735
O 0.7419 6.6523 1.3659
H 0.9469 6.1660 -3.1913
N 2.4127 -3.1824 2.0023
O -2.0252 2.2910 -6.5003
C 5.4408 3.7548 2.5097
C 3.4545 -2.2007 1.6738
H -4.0243 -1.2365 5.8423
H 0.9684 2.6013 -5.8034
H -5.4506 -5.6438 2.4170
O 0.7456 4.2614 0.3342
C 2.6213 -4.1308 3.0137
H 3.0631 -1.1834 1.6686
O 3.9912 1.0548 1.0929
H 2.1592 3.0024 1.3298
O -1.1586 5.7705 -0.2810
H -1.0122 1.0378 -8.2304
H -0.5168 -0.5622 7.1504
P 0.4054 5.8145 0.1625
N -1.9047 -1.1593 5.6150
C -4.4705 -6.0096 2.1109
P -1.2582 1.3549 -5.5836
H 1.4647 -2.9935 0.1679
C -3.1993 -1.8205 5.4343
H 0.5009 -3.0132 -4.4039
H -5.0351 1.3039 4.9532
H -3.1130 -5.7862 -0.3617
H -5.2373 -0.1341 2.0745
H -0.0784 2.0984 1.7020
H -2.5232 6.7244 1.0787
O -1.5930 -2.3289 -2.4222
H 4.2345 -1.4217 -4.5489
H -2.3696 -3.3570 1.5064
O -0.1860 0.4520 -6.4326
O 6.4411 0.8836 2.1087
H -3.2198 -0.0318 -3.1117
H -6.0815 1.3365 1.7030
H -0.7064 1.2690 -1.8606
C -5.5797 0.8041 2.5111
H -0.1705 0.4150 2.2673
C 3.9758 -2.5780 -2.2906
H -2.9852 -2.8296 5.7865
H -1.6996 -0.5073 3.6150
O -2.2539 0.2797 -4.8105
H -4.2156 2.9775 1.3183
H 0.7012 0.9811 -8.2497
H -1.8927 5.0698 1.5170
N 3.4507 -1.2761 -2.6353
O 4.8399 2.6342 3.0894
H 1.1987 0.7941 1.3247
C -0.1696 0.4531 -7.8611
P 4.8000 1.1867 2.3233
C -3.6645 2.3185 1.9891
O -3.4517 2.6847 4.7500
H 2.5760 3.3209 -0.3813
O 3.2285 0.3700 -4.2979
H 3.4455 0.6114 5.1288
H -1.4390 -1.9678 7.5490
H -2.0703 -0.4424 -0.7960
H 2.6556 1.1951 3.6654
H -1.5132 -4.8731 -5.4834
N -3.6739 -4.9572 1.4947
H 6.5130 3.6238 2.6554
C -2.2028 5.7461 0.7203
H -3.1093 -3.9961 -0.2749
C -0.3686 -2.3738 -4.5568
H 6.0281 -0.6417 0.6868
H 4.4510 -2.4876 -1.3139
H 1.5930 2.7431 -4.1547
C 0.7075 2.8650 -4.7784
H 4.6234 -2.9924 -3.0633
H 3.6190 -4.1081 3.4787
H 0.8203 -2.0621 1.4151
H -3.0668 5.3328 0.2000
H 3.1582 -0.4933 -0.6699
H -0.1515 -1.3160 -4.4084
C 1.2218 -3.0581 1.2285
H -0.1167 -0.4986 -8.3898
C -0.3867 1.5909 -0.8695
C 3.2451 0.3788 4.0829
H -2.9416 -4.0190 -5.9756
H 2.3799 0.4000 -1.9220
H -2.6449 1.6924 -3.2804
C 2.6327 -0.6154 -1.6170
C -2.0179 -3.9100 -5.4072
C -1.2019 -0.5792 4.5944
C -3.6223 -4.9071 0.0332
H 7.4313 0.3109 0.4524
O -0.0786 -0.1038 4.7411
H 2.7551 4.5999 0.7626
O -2.6345 -4.2103 3.3559
H 4.2165 -2.2187 2.4530
O -1.8637 -1.1319 1.1114
H 0.4046 -3.7389 1.4669
H -4.7468 -6.7980 1.4108
H 0.3250 3.8821 -4.8634
H -3.5179 -1.9695 4.4026
O 4.4437 0.1016 3.4535
C -1.2126 -2.6667 -5.8093
N -4.5331 1.6826 3.0242
H -2.9236 3.0302 2.3533
C 0.8901 5.3923 -2.4256
C 0.1499 1.0625 1.4511
H -3.9930 -6.4647 2.9786
H -3.2306 1.5236 1.3825
C 6.8650 -0.2023 1.2296
C -1.3301 -2.7924 -3.5258
H 5.2777 3.7395 1.4321
O 1.6786 -4.9334 3.2601
H 5.0935 4.6862 2.9570
H -2.2514 -0.4599 7.5674
H -4.0077 1.1094 -4.1818
H 0.6437 1.9444 -0.8315
C -1.6267 -0.2902 0.2001
H 3.1040 -3.2173 -2.1516
H 1.6859 -1.1406 -1.4907
O 1.1899 6.1954 -1.2678

Summary:
frontier orbital gap = 8.95 eV
SMILES = COP(=O)(OC)OC.COP(=O)(OC)OC.COP(=O)(OC)OC.O=C1CCCO1.CN(C)C=O.CN(C)C=O.CN(C)C=O.CN(C)C=O.CN(C)C=O.CN(C)C=O
charge = 0
LUMO level = 0.3 eV

---

Record 3
C73H155N7O15 | ωB97M-V with the def2-TZVPD basis set

Element x y z (Å)
H 5.4818 -6.0429 2.5373
C 7.5037 -2.8299 0.6620
H -3.5780 -4.2729 0.6011
H 0.9705 8.8518 -3.8266
H -7.6333 0.3509 -3.7428
N -5.9443 -2.7440 -0.3520
N -1.3581 9.6495 -2.2597
H -7.4202 -2.0257 -2.8271
H 0.6844 6.5058 -0.4770
C 4.5392 -9.1611 -4.3289
O 3.3590 3.9641 -4.2871
H 4.4212 -7.4761 4.4189
H -3.2292 0.4025 6.9985
H 0.4720 -5.7104 -4.0557
C -0.6441 0.8922 5.8874
H -1.2778 0.1007 5.4873
H -3.5388 5.5361 -0.1527
H -1.7089 -5.8660 -3.1068
H -2.3534 3.9733 8.5357
C 0.6083 8.1648 -3.0617
H -0.0439 0.4775 6.6974
C 3.2506 -6.8915 -2.6868
H 0.6891 7.9126 0.4570
C -0.4233 10.4487 -1.4093
H 1.6032 6.5821 1.0190
H 5.2159 -8.6827 -3.6208
C 2.1826 1.9594 -4.6004
H -3.9273 1.0686 2.5429
H 4.4694 -6.3066 -6.4356
H 1.2591 2.4797 -4.3466
C 0.3279 1.5326 4.8335
H 1.4535 4.2291 -1.2090
H 0.9520 -8.3176 -2.5970
H -5.4974 -1.8316 1.5170
H 8.0785 -2.3176 2.6481
H 8.3088 -3.5619 0.5980
H 5.4109 -2.3005 6.6604
N 5.1475 -4.0497 2.0234
H 1.6497 1.7866 -1.6269
H 2.0958 -7.2515 -5.8114
H -5.4785 -3.6088 1.5423
H -4.1183 3.6195 -3.3196
H 2.6486 -5.8523 -4.7645
H 0.9546 2.3641 5.1559
H -2.2362 3.6310 0.4955
C -0.8671 8.1960 -2.6101
H 2.9143 -7.3957 -1.7808
H 2.3676 1.3433 -3.7205
O -3.0442 -2.0619 -3.7928
H -2.3365 4.8257 -3.0994
H -3.9734 -6.1273 -0.5964
H 2.5958 -0.6238 -1.3974
C 6.2753 -3.1772 -0.1569
C -0.1220 -0.5362 -0.4109
C -2.1256 4.5041 -2.0795
C 4.1465 -2.8865 2.2454
C 1.5721 3.4914 -0.4154
C -3.2917 10.9728 -1.2515
C 1.5957 1.1329 0.4781
O -2.3197 1.5995 -3.0230
H 0.1062 2.2327 -0.8721
H 4.2121 -2.6622 3.3100
C -1.6095 2.9826 4.1204
H 2.0379 6.6663 -3.1950
C -4.1834 4.9822 -0.8352
H -1.4406 7.7935 -3.4451
H 0.1889 -3.7772 -1.6010
H -0.9685 1.0638 3.2634
N -3.2820 3.8357 -1.3839
N 2.5820 -7.6842 -3.7834
C -0.6279 -1.9671 -0.6185
C 5.2524 2.6218 1.6083
H 3.3957 -4.5932 4.3707
H 3.2313 -9.5063 -2.7672
C 3.7203 -6.6877 4.6933
H -4.2560 11.1819 -3.1023
H 7.0959 -4.4395 2.6174
C -1.3036 -2.5565 -5.4579
H -3.6582 2.5560 0.1667
C 7.1500 -2.4735 2.0988
H 0.5443 -2.2640 -2.3769
C -0.4602 -6.8241 0.7106
H 6.0425 -5.3200 0.4359
O -3.0730 -2.1527 2.3954
C -4.5131 -5.2638 -0.9851
H -0.2130 0.0932 -1.2962
H -0.1513 3.4897 6.5209
C 0.4294 -2.7333 -1.3998
H 2.0147 -0.8977 2.3714
O 2.8579 -2.1447 6.6318
H 4.8253 -6.4720 -4.7506
C 2.8132 -6.8831 -5.0781
H -2.2570 4.5683 6.9054
H -4.3585 -5.1970 -2.0620
C -6.0204 -2.7307 1.1910
N -1.6435 1.9268 6.5453
H -0.2155 9.9115 -0.4839
C 1.0532 -7.7406 -3.5162
O -0.4952 5.3685 2.0514
H 2.4567 -3.2165 -1.5233
H -6.8170 0.7683 -2.1311
C -4.4241 -2.7461 -0.7140
H 0.4382 10.6474 -2.0467
O -3.5087 -0.9162 4.1604
O 2.9109 -0.9717 4.7962
H -1.3212 3.7686 -2.0826
H 0.5947 -8.2635 -4.3555
H 5.0266 -4.9117 4.8495
H 4.3841 -2.0557 1.5809
C 1.0078 6.8077 -3.5222
H -0.8749 11.4118 -1.1713
H 6.5665 -3.4013 -1.1831
C -3.4948 11.7341 -2.5512
H -1.5170 12.4080 -2.8395
C 4.7124 -8.4111 -5.6784
H -5.1588 2.8990 -2.0934
C -0.8276 5.5101 8.1571
C 4.3138 -6.9622 -5.5789
H -6.5117 -6.0686 -1.0202
H 2.6592 1.1005 0.7145
C -3.3454 -1.0327 2.9151
H 4.5425 -4.6293 0.0592
C -0.5704 2.0021 3.6497
H -1.4871 -7.4434 -2.4045
H -0.3540 5.9490 7.2789
H -0.8899 -0.1980 0.2848
C -6.5741 -1.4369 -0.9206
C 2.4085 -1.2068 -0.4956
H 4.3259 -6.7451 -2.7883
C 0.3487 -6.4920 -3.3060
H 7.9154 -1.9120 0.2424
H -2.2438 3.3662 3.3213
H -4.2843 1.1857 -3.5718
H 3.2958 -1.1614 0.1358
H -3.0132 1.5614 4.9476
O 0.9254 -4.9915 1.6586
C -1.6489 4.2831 7.7639
H -1.5409 -2.1131 -1.1957
H 1.0042 3.9879 0.3714
H -1.0403 7.6583 -1.6779
N 1.2828 -0.4569 0.2777
C 6.3929 -3.6283 2.8063
H -3.9129 -0.0865 1.1085
H 4.9319 3.2130 0.7505
C -3.4541 0.2203 2.0484
H 1.2457 8.4574 -2.2273
H -0.6357 10.4851 -4.1704
H -4.3031 10.7442 -0.9157
H -5.8044 -1.2930 -3.1000
H 3.6734 -6.7087 5.7821
H -1.0186 3.8486 4.4189
H -3.1969 3.2225 5.5468
C 1.8334 -2.6658 -0.8187
H -7.6200 -4.0893 -0.0710
H 1.2442 1.4562 1.4579
C 5.4941 -4.3827 0.5300
H 3.8281 -5.7504 2.0232
H -1.0851 -1.9098 -6.3077
C 4.9889 -1.5685 5.9718
H -2.1081 2.2383 -0.7246
C 4.2212 -5.2888 4.2193
H -3.9500 12.7048 -2.3551
C 3.4584 -1.5541 5.7324
O 3.6940 2.7228 -6.0577
C -0.8221 3.0561 7.2626
H -1.9353 0.7642 8.3146
O 7.0618 1.0858 1.1637
H 0.4650 5.9472 -3.1310
H 2.0636 1.1428 -5.3125
H -1.2318 -6.0634 0.5913
C 3.1425 3.0148 -5.0302
H -2.7327 -4.0818 -0.9220
H 2.3277 -9.7831 -4.1392
H -7.0810 -2.6914 1.4394
H -7.5434 -1.3242 -0.4350
H -1.4277 -7.0837 -4.2120
H 6.0009 3.1802 2.1705
H -3.3434 8.9434 -1.9783
H -0.3699 2.4466 8.0449
H 0.8841 6.7444 -4.6033
H 1.9295 -3.3761 0.0025
H 0.5797 -6.0975 -2.3164
C -2.7319 2.9782 -0.2230
H 5.5063 -1.6210 5.0139
H -2.0282 -3.2119 -5.9410
C -7.4146 0.0669 -2.7134
H -1.8861 5.3238 -1.4021
O -1.6258 7.0373 1.0618
H -2.4449 0.4881 1.7354
O 1.8194 -6.4321 0.2105
H -1.4481 6.2950 8.5897
H 6.5621 -1.5562 2.1324
C -2.2122 11.8172 -3.4359
H -2.1397 0.6996 -3.3046
H 2.7610 -5.9228 -2.5871
H 0.0814 2.3939 2.8688
H 0.2609 -0.7461 2.2135
C 0.8481 -6.0036 0.8630
H -6.1207 -5.5101 0.6012
C -5.9681 -5.3085 -0.4591
C 3.1312 -9.1359 -3.7874
H 5.7720 -8.4192 -5.9338
H 2.6199 3.4951 -0.1151
C 1.1713 2.0844 -0.6939
C -2.4761 2.4480 5.2846
H 0.0164 5.1924 8.7693
H -2.8424 11.5396 -0.4360
H -0.4176 -3.1278 -5.1807
H -4.4310 -2.3688 -1.7366
H 4.9860 -10.1553 -4.3249
H -2.3473 9.2044 -0.4902
H 2.7199 -6.8608 4.2966
H -3.1768 1.9354 7.8374
H 4.1211 -8.9381 -6.4272
H -2.3920 12.3134 -4.3896
H -2.2187 9.7282 -4.2654
O -1.3060 -0.8006 -3.8966
H -3.8739 0.8611 -1.9229
C -6.7185 -1.2553 -2.5075
C -6.7250 -4.0539 -0.6922
H 5.2536 -0.6280 6.4550
H 3.1784 -3.2991 1.9615
C -0.6141 6.3498 1.2785
C -1.1377 -6.7893 -3.2034
C -4.1261 2.9892 -2.4304
H -4.6801 5.6354 -1.5527
C -1.9658 -1.7283 -4.3841
C -2.6721 9.6168 -1.4455
H -0.5184 -7.3544 -0.2399
H -4.9398 4.5193 -0.2015
H -3.9891 -1.9254 -0.1436
H 4.4461 2.3728 2.2982
C -3.7210 -4.0813 -0.4623
C 1.1668 -1.0893 1.7138
H -5.9353 -0.6392 -0.5416
C -3.6830 1.5554 -2.7412
H 0.9918 0.7813 4.4058
H 6.2242 -3.4141 3.8616
C 4.6274 -5.3780 2.6640
H -0.7172 -2.5153 0.3194
O 5.0754 0.3656 0.8582
C 0.6443 6.8287 0.5633
H -6.9389 -3.9436 -1.7553
H 5.7229 -2.2435 -0.2620
H -0.5749 -7.5103 1.5496
C -1.5949 10.3877 -3.6620
H 1.0663 -2.1270 1.3959
C 5.8328 1.3046 1.1758
H -8.3881 -0.0825 -2.2464
C -2.5586 1.1080 7.4891

Summary:
frontier orbital gap = 4.68 eV
charge = 0
LUMO level = -0.5 eV

---

no.,HOMO energy (Eh)
1,-0.2010
2,-0.3170
3,-0.1911